The following is a quantum chemistry calculation of a 2-piece molecular cluster, C3H5NOS overall in a non-equilibrium geometry, from the OMol25 dataset.

ORCA input file:
```
! RIJCOSX wB97M-V def2-TZVPD def2/J DEFGRID3
* xyz 0 1
C 2.070 -2.526 -1.120
C -0.905 -0.798 1.290
C 0.591 1.140 0.363
N 2.461 -2.197 -2.180
O -1.826 -1.433 1.845
S -1.131 0.622 0.500
H 1.999 -2.961 -0.118
H 1.118 0.296 0.063
H 0.949 1.474 1.351
H 0.584 2.090 -0.257
H -2.763 -1.039 1.813
*
```

Computed properties:
Gap between HOMO and LUMO = 8.6 eV
Calculated total energy = -17561.209 eV
HOMO energy = -8.19 eV
F_max = 4.25 eV/A
Energy relative to the best compared isomer or geometry (same formula, charge and spin) = 93.6 kcal/mol

These are the natural (NBO) partial charges, in e, on atoms 1 to 8: 0.063, -0.058, -0.722, -0.313, -0.616, 0.261, 0.248, 0.239